1.
A single C36H31F6N3O2S molecule at a distorted geometry, computed with the ωB97M-V functional and the def2-TZVPD basis.

Values from the calculation:
LUMO level	0.28	eV
total charge	0
SMILES string	Cc1ccc(S(=O)(=O)NC(c2ccc(N(CC(F)(F)F)c3ccccc3)cc2)c2ccc(N(CC(F)(F)F)c3ccccc3)cc2)cc1
gap between HOMO and LUMO	8.070	eV
highest occupied orbital energy	-0.2862	Ha

```
79
C36H31F6N3O2S, DFT the ωB97M-V functional and the def2-TZVPD basis
C 0.87 -1.55 11.01
C 0.90 -0.48 9.95
C -0.20 0.37 9.82
C -0.28 1.26 8.75
C 0.70 1.27 7.76
S 0.35 2.32 6.33
O -0.63 3.30 6.76
O 1.64 2.81 5.90
N -0.35 1.53 4.94
C -0.34 0.17 4.49
C -1.60 -0.07 3.65
C -2.78 -0.48 4.30
C -3.91 -0.84 3.56
C -3.91 -0.64 2.15
N -5.07 -0.91 1.44
C -5.35 -0.23 0.18
C -5.98 1.11 0.46
F -6.23 1.86 -0.64
F -5.17 1.84 1.29
F -7.17 0.94 1.13
C -5.93 -2.00 1.74
C -5.81 -3.21 1.04
C -6.77 -4.20 1.20
C -7.89 -3.97 2.00
C -8.03 -2.76 2.68
C -7.06 -1.77 2.55
C -2.77 -0.11 1.53
C -1.64 0.20 2.29
C 0.99 -0.22 3.83
C 2.14 0.42 4.27
C 3.36 0.22 3.67
C 3.51 -0.77 2.70
N 4.75 -1.01 2.16
C 5.86 -0.11 2.48
C 5.78 1.07 1.56
F 6.73 2.01 1.78
F 5.91 0.63 0.25
F 4.56 1.69 1.62
C 5.07 -2.21 1.50
C 4.78 -2.32 0.14
C 5.28 -3.40 -0.58
C 5.99 -4.41 0.07
C 6.22 -4.34 1.45
C 5.80 -3.22 2.17
C 2.37 -1.50 2.30
C 1.12 -1.20 2.84
C 1.92 0.61 8.03
C 2.00 -0.30 9.09
H 1.78 -2.16 11.00
H 0.75 -1.11 12.00
H 0.01 -2.22 10.86
H -1.02 0.33 10.54
H -1.10 1.96 8.68
H -0.12 2.13 4.13
H -0.46 -0.49 5.37
H -2.79 -0.55 5.39
H -4.79 -1.24 4.05
H -6.08 -0.82 -0.37
H -4.45 -0.07 -0.40
H -4.95 -3.34 0.37
H -6.64 -5.16 0.69
H -8.67 -4.74 2.09
H -8.90 -2.56 3.30
H -7.15 -0.80 3.04
H -2.76 0.01 0.44
H -0.76 0.63 1.78
H 2.13 1.15 5.05
H 4.20 0.85 3.95
H 5.81 0.22 3.52
H 6.79 -0.64 2.28
H 4.21 -1.52 -0.33
H 5.10 -3.44 -1.66
H 6.36 -5.26 -0.50
H 6.74 -5.14 1.97
H 6.00 -3.10 3.24
H 2.45 -2.27 1.53
H 0.25 -1.74 2.49
H 2.80 0.81 7.42
H 2.92 -0.88 9.27
```

2.
A molecular structure, C5H6CsO3 at a distorted geometry, computed with the ωB97M-V functional and the def2-TZVPD basis.

Values from the calculation:
LUMO level (alpha / beta)	-1.66 / -1.68	eV
total charge	0
spin multiplicity	2
gap between HOMO and LUMO (alpha / beta)	2.842 / 3.014	eV
highest occupied orbital energy (alpha / beta)	-0.1654 / -0.1724	Ha
ΔE to the lowest compared entry with this formula, charge and spin	70.6	kcal/mol
<S²>	0.756

```
15
C5H6CsO3, DFT the ωB97M-V functional and the def2-TZVPD basis
C -1.01 -2.32 -0.30
C -1.78 -1.34 0.52
C -1.51 0.08 0.07
C -0.42 0.78 0.45
O -0.37 1.98 0.89
Cs 2.49 5.61 0.70
H -1.52 -3.04 -0.93
H 0.06 -2.18 -0.43
H -1.51 -1.43 1.59
H -2.86 -1.55 0.45
H -2.21 0.56 -0.62
O 3.49 -0.27 -1.08
O 3.33 1.92 -0.56
C 3.06 0.78 -0.77
H 0.75 0.41 0.00
```

3.
2 unconnected molecules or ions with the total composition C4H9BrO4S2 at a distorted geometry, computed with the ωB97M-V functional and the def2-TZVPD basis.

Values from the calculation:
LUMO level (alpha / beta)	-3.65 / -3.66	eV
total charge	0
gap between HOMO and LUMO (alpha / beta)	6.546 / 6.529	eV
highest occupied orbital energy (alpha / beta)	-0.3747 / -0.3746	Ha
ΔE to the lowest compared entry with this formula, charge and spin	33.3	kcal/mol

```
20
C4H9BrO4S2, DFT the ωB97M-V functional and the def2-TZVPD basis
C 0.80 1.64 -0.99
C 1.77 -1.60 1.52
C -2.21 -0.40 -0.42
C 0.45 0.36 -0.35
O 2.36 -1.14 -1.08
O 2.84 0.60 0.55
O -0.44 -0.56 -2.56
O -0.31 -2.08 -0.55
S 2.02 -0.48 0.16
S -0.64 -0.81 -1.12
Br -0.79 0.81 2.44
H 1.10 1.44 -2.00
H 0.00 2.29 -0.86
H 1.60 2.26 -0.59
H 2.57 -2.27 1.50
H 1.51 -1.02 2.42
H 0.89 -2.17 1.45
H -3.09 -0.91 -0.88
H -2.16 -0.50 0.65
H -2.56 0.69 -0.50
```